The following is a DFT calculation (ωB97M-V/def2-TZVPD) of a structure of composition C14H21N3O5RhS3Se.

The geometry in ORCA input format:
```
! wB97M-V def2-TZVPD RIJCOSX def2/J DEFGRID3
* xyz -2 2
Rh -0.5110 -0.0602 -0.0554
O -0.2693 -0.8332 2.0714
N -0.5285 -2.0669 2.4061
C -0.3103 -2.4213 3.6964
C -0.6052 -3.6749 4.1611
C -1.1431 -4.6224 3.2881
C -1.3333 -4.2626 1.9684
C -1.0233 -2.9785 1.4992
S -1.2514 -2.5198 -0.1313
H 0.1024 -1.6304 4.3028
H -0.4127 -3.9182 5.1979
H -1.4068 -5.6151 3.6287
H -1.7306 -4.9698 1.2558
S -1.1809 2.1742 1.3351
C -0.9749 3.1433 -0.0078
N -0.2130 2.8504 -1.0655
C -0.3255 3.7004 -2.2353
C -1.4524 4.6858 -1.9564
S -1.4960 4.8330 -0.1172
H 0.1207 1.8863 -1.2000
H -0.5178 3.0909 -3.1179
H 0.6270 4.2126 -2.3996
H -2.4216 4.2981 -2.2664
H -1.2895 5.6692 -2.3917
C 4.7980 -0.5342 -0.0504
C 4.2910 0.8941 0.1857
C 4.6752 1.8020 -0.9907
C 4.8377 1.4419 1.5122
C 2.8279 0.8663 0.2693
N 1.6885 0.8937 0.4065
H 5.8900 -0.5314 -0.1133
H 4.3784 -0.9002 -0.9892
H 4.4886 -1.1927 0.7644
H 5.7627 1.8267 -1.1039
H 4.3021 2.8160 -0.8350
H 4.2231 1.4138 -1.9040
H 5.9275 1.4930 1.4598
H 4.5604 0.7893 2.3419
H 4.4482 2.4406 1.7161
C -2.5274 0.3694 -0.9302
H -2.4423 1.3080 -1.4822
H -3.2910 0.4548 -0.1564
H -2.7564 -0.4496 -1.6103
O 1.0276 -0.1802 -4.5820
Se 1.5685 0.3412 -3.1534
O 1.7794 1.9605 -3.1376
O 0.4124 0.0181 -1.9867
O 2.9542 -0.4049 -2.7432
*
```

Calculated values
energy relative to the best compared isomer or geometry (same formula, charge and spin): 186.6 kJ/mol
expectation value of S²: 0.775
E_LUMO (spin up / spin down): 4.25 / 4.25 eV
HOMO-LUMO gap (spin up / spin down): 5.0 / 5.0 eV
molar mass: 589.40 g/mol

Results of the natural (NBO) charge analysis, in e, for atoms 1 through 5: number 1, Rh, carries 0.758; number 2, O, carries -0.605; number 3, N, carries 0.022; number 4, C, carries 0.007; number 5, C, carries -0.320